{"formula": "C17H31Cl3IrO2P2", "method": "ωB97M-V/def2-TZVPD", "symbols": ["P", "P", "C", "C", "H", "H", "H", "H", "C", "H", "H", "H", "C", "H", "H", "H", "C", "H", "H", "H", "C", "H", "H", "H", "Ir", "C", "C", "C", "C", "C", "C", "C", "C", "C", "H", "H", "H", "H", "H", "H", "H", "H", "H", "H", "H", "H", "H", "H", "H", "Cl", "C", "Cl", "Cl", "C", "O", "O"], "xyz": [[2.261, 0.393, -0.615], [-1.546, 0.946, -1.215], [1.024, 0.489, -2.227], [-0.071, 1.524, -2.070], [0.637, -0.503, -2.496], [1.656, 0.780, -3.080], [0.238, 2.427, -1.541], [-0.416, 1.805, -3.070], [-2.575, 0.570, -2.709], [-3.403, -0.141, -2.544], [-1.941, 0.205, -3.540], [-3.040, 1.504, -3.061], [-2.372, 2.448, -0.642], [-2.710, 3.047, -1.494], [-1.671, 3.034, -0.034], [-3.261, 2.212, -0.050], [3.177, -1.034, -1.274], [3.854, -1.296, -0.463], [3.743, -0.767, -2.168], [2.536, -1.885, -1.498], [3.041, 1.953, -1.186], [2.360, 2.774, -0.927], [3.225, 1.959, -2.274], [3.978, 2.018, -0.641], [2.464, 0.135, 1.465], [-3.155, -0.682, -0.106], [-2.941, -1.881, -0.778], [-1.728, -2.215, -1.636], [-0.371, -2.102, -0.867], [-0.346, -1.108, 0.147], [-0.839, 0.305, 0.272], [-1.666, 0.417, 1.574], [-2.747, -0.585, 1.370], [3.837, 1.446, 1.843], [-3.945, 0.029, -0.455], [-3.436, -2.783, -0.524], [-1.628, -1.669, -2.583], [-1.770, -3.290, -1.903], [-0.216, -3.030, -0.272], [0.552, -2.072, -1.517], [0.349, -1.399, 0.983], [0.048, 0.992, 0.446], [-2.021, 1.433, 1.735], [-1.032, 0.233, 2.480], [-2.303, -1.521, 1.749], [-3.619, -0.352, 1.994], [3.399, 2.483, 1.917], [4.568, 1.321, 1.042], [4.204, 1.074, 2.848], [1.842, -2.646, 5.420], [0.520, -1.760, 4.645], [-0.451, -2.822, 3.619], [-0.490, -0.919, 5.828], [1.210, -0.732, 3.644], [2.092, -1.253, 2.877], [0.893, 0.490, 3.562]], "lowdin_charge": [0.706, 0.942, -0.251, -0.326, 0.067, 0.103, 0.091, 0.108, -0.148, 0.067, 0.074, 0.082, -0.150, 0.076, 0.081, 0.076, -0.215, 0.042, 0.080, 0.047, -0.218, 0.066, 0.080, 0.025, 1.192, -0.151, -0.060, -0.149, -0.211, -0.153, -0.446, -0.171, -0.160, -0.233, 0.130, 0.120, 0.085, 0.132, 0.146, 0.100, 0.088, 0.090, 0.115, 0.112, 0.100, 0.142, 0.074, 0.013, 0.079, 0.684, -1.510, 0.669, 0.670, -0.754, -0.221, -0.027], "charge": 2, "lumo_ev": [-7.79, -8.91], "molar_mass_g_mol": 627.96, "homo_ev": [-14.0, -15.9], "spin_multiplicity": 6, "s_squared": 8.77, "gap_ev": [6.201, 6.972]}